{"formula": "C19H28N8O2", "method": "ωB97M-V/def2-TZVPD", "fmax_ha_per_bohr": 0.01244, "total_energy_ha": -1329.34810, "lumo_energy_ha": 0.0248, "symbols": ["C", "H", "C", "C", "H", "C", "N", "H", "H", "C", "H", "C", "H", "H", "H", "C", "H", "H", "C", "H", "H", "O", "C", "H", "C", "H", "N", "N", "H", "N", "H", "H", "H", "C", "H", "H", "N", "C", "N", "H", "C", "C", "H", "H", "H", "H", "O", "H", "C", "C", "C", "C", "H", "N", "N", "H", "C"], "coordinates": [[3.535, 0.767, -3.099], [3.390, 1.046, 1.179], [-3.226, 3.046, -0.936], [3.838, 2.689, -1.491], [-0.759, -4.782, 2.173], [1.195, 2.797, -0.921], [3.424, 3.626, -0.638], [3.144, -0.226, -2.874], [2.508, 2.467, 1.800], [-1.428, -4.081, 1.646], [-3.205, 2.941, -2.024], [-0.235, 2.936, -0.480], [-3.283, 0.474, -1.678], [-0.904, -2.296, 3.538], [-2.421, 2.053, 0.794], [-0.167, -2.298, 2.733], [3.246, 1.014, -4.122], [-2.131, -0.489, 0.962], [3.003, 1.781, -2.128], [-2.463, -3.999, -0.238], [-2.361, -4.018, 2.207], [-0.612, 3.950, 0.080], [0.378, -0.920, 2.572], [4.907, 2.662, -1.685], [-3.165, 0.591, -0.593], [4.623, 0.723, -3.063], [-1.059, 1.890, -0.773], [1.641, 0.658, 2.225], [0.490, -4.751, -0.283], [0.448, 1.189, 2.342], [1.783, 4.445, 0.308], [-0.602, 1.000, -0.921], [3.444, 1.440, 2.918], [-0.309, -4.027, -0.442], [-0.403, -3.860, -1.514], [-4.177, 0.719, -0.202], [-0.373, 0.202, 2.564], [2.126, 3.677, -0.374], [-0.822, -2.759, 1.520], [0.662, -2.959, 3.029], [2.834, 1.455, 2.017], [0.022, -2.729, 0.323], [-1.753, -5.588, 0.097], [-2.806, 4.011, -0.670], [1.086, -2.669, 0.572], [-4.266, 3.011, -0.608], [0.574, -0.770, -0.947], [-3.424, -1.387, 0.198], [1.648, 1.852, -1.826], [-1.609, -4.514, 0.202], [-0.295, -1.520, -0.544], [-2.603, -0.694, 0.006], [-1.629, -0.835, -1.788], [-1.638, -1.357, -0.917], [1.656, -0.652, 2.360], [0.963, 1.159, -2.297], [-2.443, 1.905, -0.292]], "forces_ev_per_a": [[0.0125, -0.0078, -0.0083], [-0.0037, 0.0340, -0.0299], [0.0048, -0.0157, -0.0176], [0.0318, -0.0267, -0.0144], [-0.0079, 0.0083, 0.0066], [0.0219, 0.0343, 0.0720], [0.0293, 0.0365, -0.0220], [-0.0097, 0.0017, 0.0056], [0.0506, -0.0398, 0.0348], [0.0221, -0.0019, -0.0112], [-0.0140, -0.0069, 0.0011], [0.0020, 0.0804, -0.1190], [0.0071, 0.0174, 0.0111], [0.0161, 0.0009, 0.0158], [-0.0170, -0.0005, 0.0096], [0.0000, 0.0289, -0.0123], [-0.0071, -0.0013, 0.0026], [0.0855, 0.0057, 0.0726], [0.0152, 0.0198, 0.0106], [0.0009, 0.0042, 0.0023], [-0.0010, -0.0092, -0.0020], [0.0178, -0.0586, 0.0304], [-0.0556, 0.0568, -0.0259], [0.0079, 0.0012, -0.0024], [-0.0571, 0.0408, 0.0258], [0.0048, 0.0011, -0.0023], [0.0040, 0.0088, 0.0719], [-0.0103, -0.0066, 0.0419], [0.0023, -0.0061, 0.0089], [0.0341, 0.0287, -0.0304], [-0.0095, -0.0138, 0.0252], [-0.0250, 0.0024, -0.0167], [0.0037, -0.0282, -0.0048], [-0.0138, 0.0087, -0.0228], [0.0110, -0.0197, -0.0001], [-0.0045, -0.0061, -0.0119], [-0.0704, -0.0728, -0.0489], [-0.0653, 0.0427, -0.0381], [-0.0021, 0.0296, 0.0350], [-0.0088, -0.0111, -0.0075], [-0.0302, -0.0042, 0.0146], [0.0085, 0.0294, -0.0088], [-0.0076, -0.0002, -0.0001], [-0.0006, -0.0060, -0.0014], [-0.0107, 0.0016, -0.0178], [-0.0008, 0.0135, 0.0085], [0.0233, -0.3683, -0.3061], [0.0161, -0.0071, 0.0003], [-0.0374, -0.0276, -0.0378], [0.0009, -0.0136, -0.0075], [-0.2163, 0.1989, 0.5680], [-0.0951, -0.3744, 0.0625], [0.0049, 0.0109, 0.0267], [0.2438, 0.4059, -0.3292], [0.0570, -0.0275, 0.0411], [0.0388, 0.0353, 0.0020], [0.0027, -0.0274, -0.0504]], "lowdin_charge": [-0.044, 0.091, -0.052, -0.114, 0.122, -0.110, 0.073, 0.078, 0.071, -0.181, 0.087, -0.444, 0.122, 0.128, 0.148, -0.126, 0.084, 0.088, -0.247, 0.105, 0.122, 0.061, -0.357, 0.112, -0.151, 0.075, 0.123, -0.222, 0.116, 0.085, 0.122, 0.083, 0.093, -0.112, 0.117, 0.118, 0.084, -0.117, -0.118, 0.127, 0.012, -0.226, 0.111, 0.068, 0.143, 0.080, 0.070, 0.108, 0.015, -0.161, -0.408, -0.170, 0.117, 0.073, 0.180, 0.110, -0.358]}

***

{"formula": "C19H28N9O4Zn", "method": "ωB97M-V/def2-TZVPD", "fmax_ha_per_bohr": 0.02001, "total_energy_ha": -3313.92446, "charge": 1, "lumo_energy_ha": -0.0700, "symbols": ["O", "C", "H", "O", "H", "N", "Zn", "C", "C", "N", "H", "H", "H", "H", "N", "C", "H", "C", "H", "N", "C", "C", "C", "C", "H", "N", "C", "C", "H", "H", "H", "C", "N", "O", "C", "H", "H", "C", "N", "C", "H", "C", "H", "N", "H", "H", "H", "H", "H", "H", "C", "H", "C", "H", "H", "N", "H", "C", "O", "H", "H"], "coordinates": [[-1.274, -1.889, 1.447], [3.002, -1.383, 0.308], [-5.082, -2.820, -2.266], [-1.676, 0.532, 0.121], [-2.616, 0.791, 2.724], [-2.402, -2.220, -0.532], [-0.128, -0.698, 0.030], [3.327, 0.212, 2.098], [4.682, -0.008, 2.078], [0.912, -2.052, -0.912], [3.636, -3.584, -1.278], [1.534, 3.260, -0.473], [6.301, -1.069, 1.124], [-3.991, -1.917, 2.157], [-0.728, 2.377, 2.953], [-5.864, -3.005, 0.276], [2.895, 0.894, 2.820], [1.695, -3.764, -2.094], [0.062, 4.253, 3.293], [-4.127, -2.592, -2.061], [-2.282, -2.207, 0.812], [4.397, -1.567, 0.299], [0.593, -3.024, -1.829], [-0.252, 2.191, -0.880], [-0.018, 0.735, -2.316], [-2.864, 1.589, 3.304], [5.234, -0.898, 1.157], [2.204, -2.185, -0.611], [-3.475, -3.606, 1.945], [-6.118, -3.956, -0.197], [-1.865, 4.648, 3.225], [-2.016, 2.618, 3.159], [0.394, 0.985, -1.423], [1.168, -0.133, 1.278], [2.436, -0.444, 1.218], [5.329, 0.524, 2.763], [-0.739, 4.242, 0.854], [-3.669, -2.525, -0.812], [2.699, -3.226, -1.325], [-3.607, -2.645, 1.441], [1.863, -4.597, -2.751], [0.237, 3.417, 2.615], [1.220, 3.006, 2.845], [-4.436, -2.767, 0.262], [-0.454, 1.429, 2.719], [-0.482, 2.939, -1.644], [-3.488, -2.392, -2.809], [-0.406, -3.114, -2.211], [-3.842, 1.826, 3.297], [1.173, 1.991, 0.708], [0.745, 2.818, 0.138], [-3.438, 4.025, 3.458], [0.254, 3.896, 1.142], [4.839, -2.244, -0.421], [1.381, 1.160, -1.580], [-2.450, 3.855, 3.414], [0.932, 4.749, 1.100], [-1.583, 1.763, -0.245], [-2.467, 2.600, -0.073], [-6.396, -2.200, -0.236], [-6.205, -3.035, 1.307]], "forces_ev_per_a": [[-0.4460, -0.1264, -0.2495], [0.1854, 0.1431, 0.1432], [0.0227, 0.0022, -0.0408], [-0.2138, 0.3245, 0.2528], [-0.1993, -0.0547, 0.0917], [0.2785, -0.0081, -0.3496], [-0.6684, 0.3477, -0.2630], [0.0192, -0.0506, 0.0550], [0.0055, 0.0340, -0.0989], [0.5717, -0.4029, -0.1079], [0.0257, 0.0434, 0.0745], [0.1302, -0.0853, 0.0756], [0.0087, 0.0182, -0.0189], [0.0272, 0.0272, -0.0625], [-0.2478, -0.0369, -0.6985], [-0.0033, -0.0254, -0.2309], [-0.0536, 0.0299, -0.0154], [-0.0842, 0.0257, -0.1139], [0.2319, 0.0268, -0.0111], [-0.0824, -0.0071, 0.0411], [-0.2165, -0.1093, 0.2615], [-0.1772, 0.0483, 0.0194], [-0.0090, -0.1076, -0.0488], [-0.0073, 0.1188, 0.3862], [0.0661, 0.0430, -0.0370], [0.1379, -0.2389, -0.5509], [0.1183, -0.0836, 0.0173], [-0.1892, -0.0769, -0.1438], [-0.0248, 0.0388, 0.0488], [-0.0083, -0.0170, 0.0461], [0.0121, 0.0147, -0.0075], [0.5120, 0.1517, 0.4882], [0.1207, 0.3152, -0.3147], [0.6099, 0.1226, 0.8196], [0.0610, 0.0294, -0.0605], [-0.0220, 0.0003, 0.0522], [-0.0863, 0.0931, -0.0184], [0.1576, 0.0016, 0.4270], [-0.0693, 0.0467, 0.0547], [0.2810, -0.0376, -0.0017], [-0.0175, -0.0328, 0.0010], [0.2971, 0.2707, -0.4130], [-0.0167, 0.0351, 0.1733], [-0.2105, 0.0043, 0.0359], [-0.0507, -0.0784, -0.0130], [-0.0443, -0.0810, -0.0041], [-0.0441, 0.0329, -0.0211], [-0.0319, -0.0403, 0.0022], [-0.0857, -0.1401, -0.0458], [0.1287, -0.0499, -0.1056], [-0.2675, 0.0441, 0.1289], [-0.0473, 0.0487, -0.0210], [-0.3702, -0.5397, -0.0762], [0.0537, -0.0047, 0.0070], [0.0189, -0.0990, -0.0474], [-0.0221, -0.0458, -0.1929], [-0.0488, 0.0342, 0.0753], [-0.2284, -0.0656, 0.4616], [0.2239, 0.1426, 0.1115], [-0.0212, -0.0042, 0.0411], [0.0098, -0.0094, -0.0086]], "lowdin_charge": [0.014, -0.080, 0.111, -0.102, 0.117, 0.167, 0.668, -0.022, -0.080, 0.032, 0.149, 0.118, 0.102, 0.136, 0.122, -0.018, 0.103, -0.067, 0.115, 0.225, -0.468, -0.048, -0.114, -0.270, 0.106, 0.212, -0.097, -0.234, 0.146, 0.096, 0.113, -0.432, 0.043, -0.174, -0.341, 0.107, 0.103, -0.395, 0.117, -0.019, 0.116, -0.147, 0.123, -0.090, 0.151, 0.149, 0.122, 0.089, 0.123, 0.084, -0.121, 0.130, -0.139, 0.101, 0.103, 0.226, 0.115, -0.613, 0.021, 0.097, 0.096]}

***

no.,frontier orbital gap (eV)
1,9.725
2,7.706